# C39H90N4O8

8 unconnected molecules or ions with the total composition C39H90N4O8 (wB97M-V/def2-TZVPD, the OMol25 dataset).

The geometry in XYZ format:
```
141
Properties=species:S:1:pos:R:3:forces:R:3
O -0.1901 0.8418 0.4074 -0.626 -0.340 0.074
O 1.6095 3.1457 -0.4019 -0.240 0.136 0.312
O 2.2476 1.9028 1.8372 -0.866 -0.370 0.251
O 1.2339 3.6446 4.6945 -0.182 0.222 0.366
O 1.7659 0.7470 -2.0561 -0.034 -0.131 -0.448
O -3.9675 0.1415 0.4120 -1.060 3.047 0.855
O -1.0187 -0.9136 -1.4897 0.428 -0.601 -0.869
O 1.4185 -2.2266 -2.5717 0.134 -1.428 0.715
N 1.8121 -3.4800 -1.9800 1.576 -0.972 0.594
N -3.7931 -1.0311 -0.1761 1.325 -4.409 -1.164
N -0.0755 3.8065 5.1902 -0.352 0.104 0.568
N 1.9536 1.7387 -3.0358 -0.129 1.312 0.216
C 3.3835 1.0939 1.5925 0.226 1.483 -0.565
C 3.3257 -0.0827 2.5422 1.036 0.377 -0.250
C -4.4926 -1.2862 -1.4362 -1.912 1.304 -1.121
C -0.4542 2.4368 -2.8613 0.955 0.023 -0.727
C 0.6758 1.9931 -3.8470 0.206 0.468 0.822
C -0.9285 4.4065 4.1769 -0.116 0.402 -1.632
C -2.5480 -1.7435 1.7869 -0.261 0.141 0.384
C 3.5335 0.5606 -4.6593 -0.118 -0.998 0.015
C -5.0009 -2.4350 1.6151 0.607 1.731 -0.062
C -0.4691 -4.6162 -1.9145 0.236 0.211 0.194
C 1.0277 -4.6667 -2.3975 0.008 0.261 -0.014
C 1.1039 -4.7814 -3.9609 -0.343 -0.122 1.366
C -1.9881 2.6633 6.4136 1.907 0.545 0.022
C 3.4508 -2.4303 -0.4993 -0.007 1.742 -0.418
C 1.0367 3.2132 -4.7939 -0.971 -1.829 0.282
C -0.5230 2.5661 5.8229 0.106 -2.150 0.653
C -4.0633 -2.5988 -2.0643 -0.261 -1.269 0.381
C -4.0231 -0.1822 -2.4539 -0.846 0.631 0.749
C 2.2220 -3.3277 -0.5212 0.487 0.529 -0.952
C -0.4658 1.3040 4.8705 -0.367 -0.862 0.624
C -2.9012 3.2477 5.4042 -1.131 -0.161 -0.426
C -0.4697 5.8466 3.9447 0.610 0.594 -0.181
C 2.7765 -4.6040 0.1171 -1.243 -1.001 0.222
C 0.1316 0.7402 -4.5229 0.424 -0.556 -1.569
C -3.6754 -2.1161 0.8314 -1.114 -0.501 -0.445
C 4.5827 2.0419 1.7391 0.447 -0.612 0.856
C 1.1129 -2.7710 0.3598 0.098 0.477 0.984
C -4.0903 -3.7771 -1.0979 -0.178 1.170 -0.877
C -0.9735 3.6975 2.7821 0.373 -0.696 -0.007
C -2.3191 4.5002 4.7058 -1.905 -0.547 1.715
C 3.3359 1.6540 -3.6396 -0.525 1.676 -0.552
C 4.3870 1.5491 -2.5581 0.387 -0.493 0.700
C 1.9324 -5.8266 -0.2016 1.081 -0.453 -1.556
C 3.5328 3.0078 -4.3188 -0.612 -0.229 -1.366
C -6.1198 -1.2802 -1.3490 1.474 0.061 -0.076
C 0.3655 2.2627 7.0771 0.000 0.353 -0.456
C 1.6538 -5.9740 -1.7334 -1.550 1.084 0.595
C -3.2987 -3.3865 0.0723 1.337 -1.150 1.932
C 2.4215 3.1688 -5.3738 0.408 1.440 0.440
H 1.0168 -5.8708 0.3882 0.035 0.019 -0.085
H 2.7243 -4.5481 1.2044 -0.060 0.689 0.166
H 0.3039 -3.4612 0.5993 0.035 -0.151 -0.266
H 1.1436 2.9999 3.9889 0.387 -0.349 -0.567
H 2.3130 -0.4756 2.6318 0.142 -0.149 -0.287
H 1.4306 2.0601 6.9644 -0.020 0.061 -0.796
H 4.4113 0.5446 -2.1356 -0.176 0.086 0.388
H 0.3147 1.2379 4.1125 0.105 0.425 0.004
H -0.0219 3.6015 2.2592 0.405 0.525 0.195
H 3.5963 3.8248 -3.6002 -0.413 0.033 0.082
H 5.4992 1.4628 1.6258 0.299 0.037 0.639
H 0.5841 -2.0483 -2.1317 -0.865 0.624 0.055
H 2.4721 -6.4453 -2.2776 0.181 0.501 -0.042
H -1.9696 -0.8606 -1.3941 -0.399 -0.362 0.396
H 2.5035 2.4361 -6.1767 0.064 -0.038 0.177
H 1.5845 -2.5362 1.3140 0.030 -0.050 0.267
H -3.0586 -2.5105 -2.4777 -0.001 0.019 -0.227
H -0.1626 -0.1360 -3.9452 0.422 0.312 0.864
H 4.4164 2.5190 2.7049 0.702 -0.281 0.424
H -0.0320 1.3661 7.5527 -0.229 0.216 0.283
H -1.0688 6.4426 3.2563 -0.494 -0.503 -0.241
H 4.4568 3.0514 -4.8954 0.359 -0.332 0.268
H -0.4766 1.6945 -2.0635 -0.193 0.432 0.214
H -4.8020 -3.1920 2.3738 -0.349 -0.388 -0.411
H 0.3567 3.1901 -5.6455 -0.385 0.060 0.101
H -3.8037 3.4840 5.9679 -0.272 0.561 -0.251
H 3.8389 -4.7989 -0.0293 -0.056 0.188 -0.816
H -0.2711 3.4742 -2.5812 0.040 -0.188 0.694
H -3.6307 -4.6236 -1.6081 -0.302 -0.273 0.179
H 1.7580 2.6269 -1.1925 0.241 -0.368 -1.039
H 0.6705 -1.8163 0.0753 0.111 -0.156 -0.544
H -5.8517 -2.5554 0.9445 0.204 -0.883 0.111
H -2.2348 -3.3970 -0.1643 0.115 0.469 -0.286
H -6.5362 -1.0950 -2.3392 0.107 0.151 -0.055
H -1.6383 4.2086 2.0857 -0.095 0.159 0.219
H -6.5112 -2.2502 -1.0424 0.124 -0.007 0.131
H -4.2712 -0.3684 -3.4989 0.147 -0.617 0.070
H 1.6026 4.0526 -0.7078 -0.028 0.255 0.103
H 3.2293 -1.4000 -0.7779 -0.382 0.219 0.002
H 2.0828 2.2186 0.9458 -0.580 1.075 0.117
H 5.4081 1.7179 -2.9000 -0.104 -0.018 -0.735
H -3.0293 4.8986 3.9812 0.197 -0.197 -0.334
H -2.8069 -0.9134 2.4442 -0.164 0.277 -0.264
H -2.3722 1.7225 6.8081 0.368 -0.414 -0.436
H -1.2764 2.6509 2.8123 -0.499 0.046 0.347
H 2.1413 -4.8228 -4.2928 -0.043 0.126 0.060
H 4.5670 0.5840 -5.0049 0.121 -0.322 0.238
H -0.3291 0.4000 5.4640 0.590 0.094 0.541
H -1.6667 -1.4741 1.2048 0.170 -0.152 0.128
H 4.7455 2.9045 1.0929 -0.903 -0.289 -0.746
H 0.5768 -3.9473 -4.4242 0.117 -0.029 -0.043
H -3.2560 2.4344 4.7711 0.284 0.149 -0.708
H -2.3663 5.2242 5.5192 0.428 0.380 0.048
H -1.9529 3.2675 7.3202 0.209 0.489 -0.073
H 4.2094 -2.7039 -1.2325 -0.054 -0.577 0.162
H -2.3379 -2.5400 2.5007 0.177 -0.366 -0.331
H -4.7782 -2.9656 -2.8008 0.112 0.989 -0.748
H -1.4218 2.4504 -3.3629 0.038 -0.235 -0.165
H 3.3601 0.8552 0.5292 -0.159 -0.963 -0.092
H 0.5293 5.8769 3.5099 0.168 -0.075 0.294
H -1.3964 0.9628 4.4169 -0.371 0.951 -0.464
H 3.2846 -0.3717 -4.1524 0.433 -0.444 -0.150
H -5.1318 -3.9593 -0.8328 0.011 -0.432 0.015
H 0.6067 -5.7146 -4.2254 -0.035 -0.020 -0.210
H -2.9607 0.0326 -2.3394 -0.128 -0.120 -0.388
H -0.4997 6.4322 4.8636 0.295 -0.261 0.224
H 0.7909 -6.6356 -1.8092 0.210 -0.533 -0.152
H 0.1531 0.7342 1.2944 0.278 0.020 0.360
H -1.1021 -5.3575 -2.4023 0.139 -0.095 -0.174
H -4.5182 0.7713 -2.2697 -0.112 0.090 0.373
H 1.7185 -0.0591 -2.5753 -0.149 -1.026 0.318
H 2.9319 0.5555 -5.5682 -0.191 0.439 0.265
H -6.4879 -0.5193 -0.6608 0.123 0.049 -0.013
H 0.3311 3.1438 7.7179 -0.262 -0.148 0.267
H 2.5309 4.1495 -5.8368 0.298 0.036 -0.339
H 0.8377 4.1368 -4.2504 0.240 -0.003 0.093
H -0.5549 -4.7825 -0.8406 0.283 -0.401 0.056
H 3.8874 -2.3457 0.4958 0.021 -0.354 0.054
H 4.0565 -0.8108 2.1901 -0.256 -0.400 0.190
H -5.3101 -1.5539 2.1773 0.216 0.286 0.174
H -3.0976 0.5453 0.3704 0.134 0.536 0.156
H 0.8436 0.3751 -5.2630 0.073 -0.119 -0.106
H 4.2889 2.3154 -1.7892 -0.521 -0.178 0.232
H 2.5915 -6.6583 0.0472 -0.490 -0.446 0.339
H -0.6753 -0.3821 -0.7716 0.387 0.562 0.561
H 3.6509 0.2375 3.5321 -0.062 0.072 0.124
H -0.7844 0.9101 -5.0887 -0.033 0.617 -0.056
H -3.3707 -4.2194 0.7718 0.030 -0.016 0.537
H -0.9767 -3.6552 -1.9973 0.293 0.298 -0.608
H 0.2655 1.6110 0.0655 0.208 0.462 -0.214
```
Forces are in eV/Å.

Calculated values
Largest force on an atom (eV Å⁻¹): 4.748
SMILES: CC1(C)CCCC(C)(C)N1O.CC1(C)CCCC(C)(C)N1O.CC1(C)CCCC(C)(C)N1O.CC1(C)CCCC(C)(C)N1O.CC(C)O.O.O.O
HOMO-LUMO gap (eV): 8.696
Multiplicity: 1